Record 1
Density functional theory data (the ωB97M-V functional and the def2-TZVPD basis) for the molecule C5H8O.

CARTESIAN COORDINATES (ANGSTROEM)
C  0.2185  -2.2875  0.5496
C  0.4814  -1.4526  -0.6957
C  -0.0140  -0.0753  -0.6061
C  -0.3326  1.0844  -0.5067
C  -0.5618  2.5135  -0.2409
O  0.0312  2.9250  0.9754
H  -0.8497  -2.4819  0.6777
H  0.7413  -3.2465  0.4735
H  0.5853  -1.7728  1.4427
H  1.5684  -1.3969  -0.8568
H  0.0682  -1.9520  -1.5796
H  -1.6360  2.7515  -0.2544
H  -0.0942  3.1229  -1.0209
H  -0.2060  2.2682  1.6422

Values from the calculation:
Total charge = 0


Record 2
Density functional theory data (the ωB97M-V functional and the def2-TZVPD basis) for a cluster of 2 separate species, C5H8O in total in a non-equilibrium geometry.

CARTESIAN COORDINATES (ANGSTROEM)
C  2.7552  -0.6123  0.1809
C  1.3215  -0.7816  -0.0914
C  0.0589  -1.4281  -0.2501
C  0.2064  -0.0379  -0.0466
C  -0.5184  1.2551  -0.0633
H  3.3187  -1.4292  -0.1002
H  3.0561  -0.6200  1.2076
H  3.1093  0.3236  -0.3842
H  -0.0536  1.8337  -0.8499
H  -0.2469  1.6526  0.9971
H  -1.5655  1.2805  -0.4569
O  -3.7168  -0.1416  -0.1119
H  -4.4385  -0.3022  0.4141
H  -3.2863  -0.9925  -0.4452

Values from the calculation:
Total charge = 0


Record 3
Density functional theory data (the ωB97M-V functional and the def2-TZVPD basis) for a structure of composition C5H8O.

CARTESIAN COORDINATES (ANGSTROEM)
C  -1.8409  -0.0340  0.3959
C  -0.3521  -0.0039  0.1723
C  0.2774  0.8687  -0.8763
C  0.7768  -0.5342  -0.7105
C  1.5833  -0.5293  0.5787
O  0.4427  -0.0982  1.3514
H  -2.2366  -0.9896  0.7503
H  -2.0525  0.7172  1.1700
H  -2.3878  0.2743  -0.5002
H  0.9418  1.6975  -0.6430
H  -0.3712  1.0116  -1.7380
H  0.8895  -1.2456  -1.5230
H  2.3747  0.2279  0.6403
H  1.9815  -1.4957  0.9022

Values from the calculation:
Total charge = 0


Calculated gap between HOMO and LUMO in order - 10.54, 9.29, 10.15 eV